1.
The following is a DFT calculation (the ωB97M-V functional and the def2-TZVPD basis) of H20O10 as an isolated structure in a non-equilibrium geometry.

Structure (XYZ):
```
30
H20O10 | OMol25 | the ωB97M-V functional and the def2-TZVPD basis
O 0.3949 0.0778 2.2846
H -0.1273 -0.4292 1.6630
H 1.2820 -0.2697 2.1925
O 2.1163 1.3660 1.2501
H 1.5113 1.0082 1.8998
H 1.5897 1.4562 0.4559
O -1.2336 -0.9431 1.4053
H -0.7124 -1.5421 1.9399
H -2.1280 -1.2773 1.4731
O -0.2698 1.1436 0.1107
H 0.1873 1.0831 -0.7281
H -0.4737 0.2366 0.3389
O -0.5649 -1.3525 -1.8596
H 0.0885 -0.7073 -1.5894
H -0.1384 -2.1983 -1.7217
O -1.1339 2.1701 1.6210
H -0.7497 3.0467 1.6104
H -0.8051 1.7543 0.8239
O -2.2626 -1.1309 -0.9172
H -2.0149 -0.9306 -0.0146
H -1.4414 -1.3785 -1.3421
O 0.1355 0.5812 -2.2307
H 0.2290 1.3120 -2.8418
H -0.0947 -0.1657 -2.7834
O 1.9542 0.2362 -1.3383
H 1.6431 -0.4509 -0.7490
H 1.1598 0.5788 -1.7480
O 0.5738 -0.7977 0.0116
H 1.3020 -0.9422 0.6157
H -0.0172 -1.5344 0.1676
```

Values from the calculation:
molar mass = 180.150 g/mol
DFT total energy = -20782.859 eV
ΔE to the lowest compared entry with this formula, charge and spin = 455.5 kcal per mole
strongest force on any atom = 0.2485 Eh/bohr
Kohn-Sham gap = 7.8903 eV
E_LUMO = -0.83 eV

***

2.
The following is a DFT calculation (the ωB97M-V functional and the def2-TZVPD basis) of a 10-piece molecular cluster, H20O10 overall in a non-equilibrium geometry.

Structure (XYZ):
```
30
H20O10 | OMol25 | the ωB97M-V functional and the def2-TZVPD basis
O -0.1130 -2.8615 -2.1338
H -0.9125 -2.4256 -1.7453
H -0.2542 -2.8378 -3.0834
O -0.0270 0.6340 -0.2731
H 0.3868 -0.0466 0.2826
H -0.7154 0.1579 -0.7541
O 0.1944 -2.6155 3.0665
H 0.1868 -2.3329 2.1386
H -0.6830 -2.4028 3.4014
O 1.3901 -1.6335 0.8137
H 1.8959 -1.5480 -0.0075
H 2.0446 -1.8996 1.4759
O 3.1534 0.8877 0.4484
H 2.3605 0.3793 0.6410
H 3.3285 1.3697 1.2636
O 0.0503 2.6039 1.8756
H -0.8360 2.9581 1.9982
H -0.0139 2.0309 1.0892
O 1.5169 0.5457 3.1571
H 0.8922 -0.1887 3.1295
H 0.9839 1.3452 2.9834
O -1.5106 0.1123 -3.6453
H -1.1265 -0.4142 -4.3544
H -1.0781 0.9712 -3.7178
O -1.3416 3.8134 -1.5024
H -0.9766 2.9539 -1.7366
H -1.5709 3.7300 -0.5719
O -2.1229 -1.3491 -1.3112
H -2.0657 -0.5902 -1.9244
H -3.0367 -1.3470 -1.0035
```

Values from the calculation:
molar mass = 180.150 g/mol
DFT total energy = -20800.187 eV
ΔE to the lowest compared entry with this formula, charge and spin = 55.9 kcal per mole
strongest force on any atom = 0.0211 Eh/bohr
Kohn-Sham gap = 10.7546 eV
E_LUMO = -0.22 eV
SMILES string = O.O.O.O.O.O.O.O.O.O

***

3.
The following is a DFT calculation (the ωB97M-V functional and the def2-TZVPD basis) of a 10-piece molecular cluster, H20O10 overall in a non-equilibrium geometry.

Structure (XYZ):
```
30
H20O10 | OMol25 | the ωB97M-V functional and the def2-TZVPD basis
O 0.1435 -1.7707 -0.5899
H 0.2033 -2.3008 0.2129
H -0.4737 -1.0668 -0.3607
O -3.1636 2.3946 -1.6418
H -2.8882 1.6561 -1.0871
H -2.9234 3.1750 -1.1296
O -2.1618 -2.6798 -2.7343
H -3.1200 -2.7844 -2.7387
H -1.9709 -2.3047 -1.8672
O 5.1929 -0.8073 -1.7925
H 4.5318 -1.1648 -1.1891
H 4.9047 -1.1088 -2.6614
O 1.5252 -1.9505 3.7313
H 2.1404 -2.6900 3.6690
H 0.8090 -2.1903 3.1326
O -3.3484 -1.6535 0.7273
H -2.7119 -2.2901 0.3828
H -4.2053 -2.0390 0.5126
O 0.6238 3.0536 -1.0785
H 0.3231 3.5469 -1.8500
H 1.4518 2.6520 -1.3650
O 2.1940 2.1390 0.0678
H 3.0868 1.7792 0.0198
H 1.7476 1.5740 0.7086
O -1.5841 2.3177 2.8467
H -2.0054 1.5883 2.3782
H -0.8185 1.9134 3.2701
O 1.1675 0.1322 0.1858
H 0.3630 0.0729 0.7133
H 0.9669 0.8066 -0.4729
```

Values from the calculation:
molar mass = 180.150 g/mol
DFT total energy = -20796.992 eV
ΔE to the lowest compared entry with this formula, charge and spin = 129.6 kcal per mole
strongest force on any atom = 0.0708 Eh/bohr
Kohn-Sham gap = 9.7924 eV
E_LUMO = -0.59 eV
SMILES string = O.O.O.O.O.O.O.O.O.O

***

4.
The following is a DFT calculation (the ωB97M-V functional and the def2-TZVPD basis) of a 10-piece molecular cluster, H20O10 overall in a non-equilibrium geometry.

Structure (XYZ):
```
30
H20O10 | OMol25 | the ωB97M-V functional and the def2-TZVPD basis
O -0.7335 0.5593 -1.0921
H -1.0962 1.2773 -0.5470
H -1.6477 0.1887 -1.2148
O -3.1092 0.3833 0.3019
H -3.5671 -0.2636 -0.2608
H -3.3255 0.3668 1.2295
O 3.9314 -1.4436 1.0185
H 4.2581 -1.1728 0.1740
H 2.9873 -1.4901 0.8728
O 1.6414 2.6201 -2.5478
H 2.0211 1.7126 -2.7224
H 2.4530 3.0122 -1.8916
O -0.2939 -3.5431 -1.0325
H 0.5423 -3.3020 -1.4464
H -0.1355 -3.0378 -0.2192
O -0.1944 1.6069 2.8321
H -0.9028 1.2489 3.3968
H 0.5367 1.0416 3.1087
O 0.4839 -1.3866 0.9299
H 0.2780 -0.5079 0.4822
H -0.4069 -1.6397 1.1971
O -3.0073 -1.6653 2.1389
H -3.9392 -1.6182 2.0281
H -2.7426 -2.5488 1.8845
O 1.4781 -0.8128 -2.3402
H 1.1360 -0.1439 -1.6796
H 1.5545 -0.0410 -2.9233
O 0.9022 3.7238 -0.4194
H 0.1382 3.4620 0.0692
H 0.7595 3.4140 -1.3271
```

Values from the calculation:
molar mass = 180.150 g/mol
DFT total energy = -20798.251 eV
ΔE to the lowest compared entry with this formula, charge and spin = 100.6 kcal per mole
strongest force on any atom = 0.0967 Eh/bohr
Kohn-Sham gap = 10.7158 eV
E_LUMO = -0.30 eV
SMILES string = O.O.O.O.O.O.O.O.O.O

***

5.
The following is a DFT calculation (the ωB97M-V functional and the def2-TZVPD basis) of a 10-piece molecular cluster, H20O10 overall in a non-equilibrium geometry.

Structure (XYZ):
```
30
H20O10 | OMol25 | the ωB97M-V functional and the def2-TZVPD basis
O -1.1256 1.0138 0.1269
H -1.1891 1.9754 0.1075
H -0.5588 0.8315 0.8849
O -0.0151 -2.7265 1.3362
H -0.3645 -3.2847 0.6324
H -0.2088 -3.2173 2.1428
O 4.5576 -0.0933 2.3179
H 4.5674 0.3481 3.1746
H 3.6254 -0.1110 2.0738
O -3.5595 0.0405 -1.4718
H -3.5642 0.2833 -0.5390
H -4.3436 0.4715 -1.8303
O 1.8199 -1.4667 -2.0106
H 2.4253 -2.2160 -2.0439
H 2.1203 -0.8907 -2.7227
O 4.0069 1.0295 0.1107
H 4.8414 0.5606 -0.0015
H 3.3934 0.5571 -0.4632
O -3.3391 -3.7106 0.5993
H -4.2936 -3.8302 0.5388
H -3.2229 -2.7539 0.6114
O 2.5995 4.7698 -1.0953
H 2.8640 5.5186 -1.6415
H 1.6394 4.8410 -1.0488
O -5.2724 4.3288 1.1846
H -5.0470 3.7719 0.4309
H -5.5943 3.7073 1.8473
O 0.5713 -3.3082 -1.1481
H -0.2289 -2.7709 -1.1453
H 1.1916 -2.8077 -0.6061
```

Values from the calculation:
molar mass = 180.150 g/mol
DFT total energy = -20798.476 eV
ΔE to the lowest compared entry with this formula, charge and spin = 95.4 kcal per mole
strongest force on any atom = 0.0271 Eh/bohr
Kohn-Sham gap = 10.4553 eV
E_LUMO = 0.01 eV
SMILES string = O.O.O.O.O.O.O.O.O.O

***

6.
The following is a DFT calculation (the ωB97M-V functional and the def2-TZVPD basis) of a 10-piece molecular cluster, H20O10 overall in a non-equilibrium geometry.

Structure (XYZ):
```
30
H20O10 | OMol25 | the ωB97M-V functional and the def2-TZVPD basis
O 0.7151 -0.4980 -0.0284
H 0.0870 -0.5534 -0.8306
H 0.5192 -1.3735 0.3186
O 1.0539 0.6458 5.2615
H 1.6995 1.3543 5.4306
H 0.8931 0.4352 4.3511
O -3.1493 -3.6592 -2.1356
H -4.0879 -3.5845 -2.1851
H -2.7684 -3.4084 -1.2251
O -2.6717 0.2862 -1.6377
H -2.0431 0.5229 -2.3341
H -2.1533 0.2898 -0.8265
O 1.1627 2.2497 0.4510
H 1.3233 2.4710 1.3457
H 0.3559 1.7493 0.7189
O 1.1153 -2.4253 2.5949
H 0.5752 -1.9684 1.9455
H 1.2810 -1.7697 3.2892
O 3.9821 1.0084 1.0147
H 4.7491 1.6145 1.0687
H 4.2385 0.2861 0.4293
O 0.6034 2.0131 -2.8041
H -0.3404 2.0583 -2.4761
H 1.0340 2.0383 -1.9374
O -1.2871 -1.6988 -4.0761
H -1.2781 -1.4441 -3.2204
H -0.7174 -2.4964 -3.9758
O -1.4995 2.1499 1.0838
H -1.8820 1.5211 0.4107
H -1.6846 1.6822 1.9115
```

Values from the calculation:
molar mass = 180.150 g/mol
DFT total energy = -20797.616 eV
ΔE to the lowest compared entry with this formula, charge and spin = 115.2 kcal per mole
strongest force on any atom = 0.0926 Eh/bohr
Kohn-Sham gap = 10.1287 eV
E_LUMO = -0.74 eV
SMILES string = O.O.O.O.O.O.O.O.O.O

***

7.
The following is a DFT calculation (the ωB97M-V functional and the def2-TZVPD basis) of a 10-piece molecular cluster, H20O10 overall in a non-equilibrium geometry.

Structure (XYZ):
```
30
H20O10 | OMol25 | the ωB97M-V functional and the def2-TZVPD basis
O -1.0011 -1.8715 0.2707
H -1.7091 -2.2885 -0.3263
H -0.1981 -2.2755 -0.0363
O 0.3229 -1.1615 2.7037
H -0.5961 -1.2295 2.4087
H 0.1989 -0.4415 3.3437
O 0.1499 2.9395 -1.5303
H 0.4279 3.3595 -0.6993
H 0.3449 2.0415 -1.3083
O -2.0561 -0.6605 -2.1763
H -2.4461 0.1915 -2.2583
H -2.1551 -1.2245 -2.9413
O 3.0259 0.8535 3.4147
H 2.2779 1.1505 2.8717
H 2.7439 0.1515 3.9927
O 1.3339 1.8485 1.6117
H 1.6109 2.6855 1.9647
H 0.4369 1.8645 1.9137
O -3.6881 -0.6875 0.2597
H -2.8931 -0.7235 -0.2463
H -3.3871 -0.2695 1.0917
O 2.1559 -1.7685 -1.7813
H 1.8289 -1.0495 -1.2493
H 1.3819 -1.9975 -2.3163
O 0.2969 -0.1175 -3.2763
H 0.7989 0.0985 -2.5433
H -0.5391 -0.2675 -2.8623
O 0.6019 0.2835 -0.4423
H -0.1601 -0.2445 -0.1823
H 0.8899 0.8105 0.3277
```

Values from the calculation:
molar mass = 180.150 g/mol
DFT total energy = -20799.265 eV
ΔE to the lowest compared entry with this formula, charge and spin = 77.2 kcal per mole
strongest force on any atom = 0.0591 Eh/bohr
Kohn-Sham gap = 10.0919 eV
E_LUMO = -0.63 eV
SMILES string = O.O.O.O.O.O.O.O.O.O

***

8.
The following is a DFT calculation (the ωB97M-V functional and the def2-TZVPD basis) of a 10-piece molecular cluster, H20O10 overall in a non-equilibrium geometry.

Structure (XYZ):
```
30
H20O10 | OMol25 | the ωB97M-V functional and the def2-TZVPD basis
O 0.5303 0.0464 -0.2424
H 0.6677 0.3592 0.5788
H -0.0121 -0.7637 -0.1623
O -3.0735 -1.0938 3.9548
H -3.1601 -1.1446 3.0016
H -2.5645 -0.3221 4.0437
O 3.5952 -2.6153 -0.0274
H 3.7329 -3.0749 0.8562
H 2.8222 -3.1105 -0.3483
O -1.6936 0.5409 -1.6200
H -2.0850 1.2548 -2.1459
H -1.6895 -0.0935 -2.2563
O -0.6205 -2.3914 -0.9530
H -0.6034 -3.3495 -1.2132
H -0.2341 -1.9804 -1.6752
O 2.6148 0.5894 -1.9504
H 2.4801 -0.0923 -1.3037
H 1.6237 0.7591 -2.2418
O -2.8905 3.1599 -0.8643
H -2.3842 2.4097 -0.7237
H -2.5236 3.3822 -1.7289
O -3.0827 -1.7369 -0.9372
H -3.4006 -0.9462 -1.3653
H -3.7850 -2.1529 -0.3414
O 1.3157 2.4008 1.2191
H 1.4592 1.5975 1.6956
H 1.3630 2.2567 0.2363
O 3.4282 1.4160 1.5373
H 4.2406 1.5488 1.8904
H 3.0653 0.9343 2.2723
```

Values from the calculation:
molar mass = 180.150 g/mol
DFT total energy = -20796.748 eV
ΔE to the lowest compared entry with this formula, charge and spin = 135.3 kcal per mole
strongest force on any atom = 0.0954 Eh/bohr
Kohn-Sham gap = 10.1617 eV
E_LUMO = -0.12 eV
SMILES string = O.O.O.O.O.O.O.O.O.O